[1]
Formula: C39H116N12O22
Source: the Open Molecules 2025 dataset
Level of theory: ωB97M-V with the def2-TZVPD basis set

Summary:
Net charge: 0
Kohn-Sham gap, eV: 8.057
ΔE to the lowest compared entry with this formula, charge and spin, kJ/mol: 260.34

Element x y z (Å)
C 1.8343 2.3930 -4.2789
O 0.6310 2.5429 -4.0607
N 2.7818 3.1072 -3.5911
N 2.3282 1.5084 -5.2003
H 2.4144 3.6227 -2.8109
H 3.7280 3.2999 -3.8997
H 1.7518 1.0173 -5.8545
H 3.3195 1.4271 -5.3363
C 6.2881 3.4292 -2.9667
O 7.2035 2.6586 -3.2030
N 5.6932 3.5275 -1.7348
N 5.6211 4.1884 -3.9459
H 6.0811 3.1234 -0.8981
H 5.1031 4.3368 -1.6290
H 5.4956 5.1403 -3.6328
H 6.0367 4.0493 -4.8536
C 1.1727 5.7271 -2.0016
O 2.2388 6.2512 -1.6744
N 0.1698 6.4203 -2.6095
N 0.8852 4.4232 -1.7367
H -0.6448 5.9311 -2.9343
H 0.1582 7.4206 -2.6197
H 0.1374 3.9668 -2.2405
H 1.4637 3.7841 -1.2259
C 6.7698 4.1040 1.8077
O 7.3287 3.2389 0.8462
C 8.4405 2.5576 1.4017
C 8.7382 1.3534 0.4998
N 8.0383 0.1527 0.9883
C 8.1791 -0.9641 0.0098
C 7.3373 -2.1560 0.4558
O 8.1525 -3.2963 0.7374
C 8.7655 -3.1839 2.0132
H 7.5605 4.7777 2.1668
H 6.2949 3.6098 2.6591
H 6.0426 4.8183 1.4172
H 8.2296 2.2162 2.4178
H 9.3514 3.1675 1.3743
H 9.8047 1.1533 0.5970
H 8.3555 1.5837 -0.5020
H 7.0385 0.3362 0.9968
H 9.2191 -1.1515 -0.2458
H 7.7499 -0.5846 -0.9376
H 6.6926 -2.4892 -0.3694
H 6.5655 -1.9427 1.2051
H 9.6851 -2.6023 1.9999
H 8.9247 -4.2057 2.3748
H 8.0409 -2.8256 2.7544
C -5.8481 -2.1804 -6.0225
O -5.6945 -1.5378 -4.7683
C -5.1400 -2.3806 -3.7536
C -5.5577 -1.7645 -2.4259
N -5.3024 -2.6855 -1.3104
C -6.0215 -3.9655 -1.3464
C -7.5240 -3.8676 -1.4923
O -7.8096 -3.6465 -2.8907
C -9.0630 -3.0808 -3.1580
H -6.2907 -1.4031 -6.6563
H -6.6019 -2.9644 -5.9598
H -4.8693 -2.3924 -6.4539
H -4.0517 -2.2846 -3.8314
H -5.5645 -3.3771 -3.8626
H -6.6274 -1.5348 -2.4476
H -4.9900 -0.8478 -2.2657
H -5.5809 -2.2251 -0.4443
H -5.9102 -4.3628 -0.3264
H -5.5087 -4.6776 -1.9882
H -7.9274 -3.0680 -0.8642
H -8.0207 -4.8268 -1.3051
H -8.9907 -2.6197 -4.1420
H -9.2882 -2.2626 -2.4584
H -9.8836 -3.8018 -3.0906
C 1.2424 -1.9311 6.6803
O -0.0767 -1.4995 6.8301
C -0.8007 -1.3552 5.5959
C -2.1295 -2.0413 5.7669
N -3.0411 -1.2460 6.5417
C -4.2469 -1.9725 6.9976
C -4.9307 -2.7855 5.9210
O -4.5565 -4.1298 6.0384
C -5.0401 -4.9204 4.9792
H 1.6324 -2.1265 7.6799
H 1.8758 -1.1598 6.2328
H 1.2646 -2.8815 6.1371
H -0.2189 -1.8748 4.8258
H -0.8712 -0.2908 5.3621
H -1.9166 -3.0443 6.1756
H -2.5000 -2.2850 4.7649
H -2.5730 -0.8778 7.3592
H -4.8376 -1.3156 7.6335
H -3.8556 -2.7049 7.7275
H -4.7243 -2.4077 4.9122
H -6.0102 -2.6020 6.0620
H -4.8192 -4.5167 3.9853
H -6.1408 -4.9414 5.0193
H -4.6553 -5.9202 5.1440
C 3.7885 3.0136 0.7547
O 3.1066 2.6409 -0.4039
C 2.3685 1.4631 -0.2888
C 1.2302 1.4406 0.7156
N 0.3773 0.3021 0.3960
C -0.6843 0.0814 1.3819
C -1.4353 -1.1656 1.0060
O -2.3938 -1.4231 2.0317
C -3.1591 -2.6110 1.9427
H 3.2783 2.7767 1.6973
H 3.9867 4.0807 0.8409
H 4.7424 2.4784 0.8616
H 2.9934 0.5748 -0.1005
H 1.9258 1.1791 -1.2513
H 0.6978 2.4053 0.7148
H 1.5722 1.2638 1.7415
H -0.0380 0.4548 -0.5204
H -1.3574 0.9340 1.5260
H -0.1127 -0.1204 2.2990
H -0.8570 -2.0737 0.8309
H -2.0694 -0.9572 0.1279
H -3.4243 -2.9123 2.9569
H -2.5625 -3.4115 1.5012
H -4.0655 -2.3838 1.3859
C 4.0815 0.3326 4.5418
O 4.1640 -0.5693 3.4601
C 3.1217 -1.5312 3.3809
C 2.7569 -1.7967 1.9339
N 3.5304 -2.8455 1.3178
C 3.2326 -2.9311 -0.1122
C 3.8576 -4.1268 -0.7583
O 3.3657 -5.3097 -0.1544
C 3.8076 -6.4584 -0.8463
H 5.0420 0.8366 4.6196
H 3.8662 -0.1547 5.4979
H 3.2970 1.0621 4.3037
H 2.2177 -1.3201 3.9619
H 3.5626 -2.4500 3.7955
H 2.7223 -0.9122 1.3019
H 1.6870 -2.1001 1.9655
H 3.3655 -3.7765 1.6810
H 3.5806 -2.0294 -0.6200
H 2.1419 -3.0402 -0.2462
H 4.9559 -4.1408 -0.7040
H 3.6337 -4.1135 -1.8364
H 4.8819 -6.4863 -1.0566
H 3.2286 -6.5432 -1.7711
H 3.6111 -7.3093 -0.1937
C -8.4755 2.3951 -3.6037
O -7.2413 2.4842 -4.2700
C -7.2557 1.8028 -5.5312
C -5.8312 1.8517 -6.0611
N -4.8955 1.1494 -5.2542
C -3.5225 1.2782 -5.6616
C -2.6206 0.6135 -4.6264
O -2.6419 1.3456 -3.4180
C -2.2668 0.6006 -2.3015
H -8.6134 1.4198 -3.1189
H -9.3223 2.6851 -4.2316
H -8.4052 3.0943 -2.7640
H -7.8885 2.4023 -6.1932
H -7.6193 0.7840 -5.3656
H -5.5734 2.9095 -6.1501
H -5.9287 1.4528 -7.0970
H -5.1693 0.2078 -4.9809
H -3.2835 2.3376 -5.7536
H -3.2956 0.7060 -6.5801
H -1.5815 0.6142 -4.9734
H -3.0632 -0.3782 -4.4654
H -1.1690 0.5439 -2.2076
H -2.6335 -0.4367 -2.3488
H -2.6244 1.0589 -1.3850
O -2.8201 -4.1703 -0.9240
H -2.7634 -4.6999 -1.7242
H -3.5326 -3.5186 -1.0991
O 1.3477 5.4950 1.9389
H 1.3040 5.5278 2.8988
H 2.2038 5.0865 1.7565
O -1.3988 4.6472 0.9188
H -0.4956 4.8692 1.1723
H -1.8060 5.4918 0.7035
O -4.2767 -0.0867 3.6989
H -4.3943 -0.4135 4.5974
H -3.5624 -0.6275 3.3241
O -5.9633 -1.0246 1.1327
H -6.5283 -0.9727 1.9096
H -5.2135 -0.4565 1.3515
O 4.0635 7.1117 0.3081
H 4.5957 7.3284 -0.4617
H 3.3876 6.5035 -0.0449
O 4.0739 5.7235 2.7366
H 3.6464 6.0675 3.5265
H 4.2323 6.5033 2.1760

[2]
Formula: C39H19N9O4Y
Source: the Open Molecules 2025 dataset
Level of theory: ωB97M-V with the def2-TZVPD basis set

Summary:
Net charge: -1
Kohn-Sham gap (alpha / beta), eV: 5.031 / 5.049

Element x y z (Å)
Y 0.5652 0.5479 0.2005
C 2.0500 -1.4402 -5.8147
C 0.7812 -0.9288 -6.1219
C -0.1395 -0.6463 -5.1267
C 0.2475 -0.8823 -3.8155
C -0.4408 -0.6803 -2.5299
N 0.4070 -1.0099 -1.5170
C 1.5820 -1.4664 -2.0469
N 2.6040 -1.9800 -1.4017
C 2.7343 -1.9404 -0.0714
C 3.6191 -2.8249 0.6703
C 4.4937 -3.8268 0.2590
C 5.2020 -4.5000 1.2359
C 5.0368 -4.1884 2.5980
C 4.1611 -3.2000 3.0051
C 3.4533 -2.5144 2.0209
C 2.4627 -1.4488 2.0750
N 1.9925 -0.9241 3.2214
C 0.8157 -0.3346 3.2868
N -0.1189 -0.2501 2.3029
C -1.2681 0.2732 2.8205
N -2.4359 0.4065 2.2337
C -2.6313 0.2161 0.9262
N -1.6906 0.0476 -0.0419
C -2.2944 -0.1003 -1.2476
N -1.7022 -0.3045 -2.4313
C -3.7349 0.0077 -1.0659
C -4.7995 -0.0565 -1.9609
C -6.0754 0.0858 -1.4495
C -6.2889 0.2823 -0.0733
C -5.2318 0.3395 0.8149
C -3.9468 0.1983 0.2990
C -1.0416 0.6135 4.2330
C -1.8633 1.1912 5.1874
C -1.3338 1.3774 6.4547
C -0.0214 0.9895 6.7566
C 0.7939 0.4107 5.7962
C 0.2611 0.2371 4.5283
N 2.0958 -1.1251 0.8130
C 1.5060 -1.3837 -3.5118
C 2.4288 -1.6759 -4.5038
H 2.7470 -1.6391 -6.6192
H 0.5258 -0.7433 -7.1580
H -1.1190 -0.2453 -5.3518
H 4.6084 -4.0559 -0.7924
H 5.8964 -5.2814 0.9523
H 5.6088 -4.7361 3.3369
H 4.0243 -2.9574 4.0511
H -4.6238 -0.2076 -3.0181
H -6.9287 0.0491 -2.1157
H -7.3024 0.3933 0.2924
H -5.3874 0.4983 1.8739
H -2.8705 1.4955 4.9355
H -1.9399 1.8346 7.2271
H 0.3583 1.1520 7.7579
H 1.8093 0.1073 6.0158
H 3.4116 -2.0506 -4.2515
O 2.6775 1.9389 -3.4128
C 2.0238 1.8468 -2.3842
O 2.2923 1.1889 -1.3151
C 0.7242 2.6534 -2.2762
C 0.2790 3.6024 -3.1837
C -0.8097 4.3845 -2.8170
C -1.3784 4.2645 -1.5513
C -0.8636 3.2988 -0.7050
N 0.1038 2.4938 -1.1201
C -1.1566 3.1624 0.7899
O -2.0954 3.7781 1.2687
O -0.2949 2.4137 1.3886
H 0.8013 3.7230 -4.1223
H -1.1858 5.1344 -3.5031
H -2.1701 4.9112 -1.2000

[3]
Formula: C39H24Cl3N7O2PbS
Source: the Open Molecules 2025 dataset
Level of theory: ωB97M-V with the def2-TZVPD basis set

Summary:
Net charge: +2
Kohn-Sham gap (alpha / beta), eV: 4.678 / 2.940
ΔE to the lowest compared entry with this formula, charge and spin, kJ/mol: 0.00

Element x y z (Å)
Pb 1.2935 1.9551 1.5725
C -1.2944 -8.1567 -8.2852
O -1.2185 -6.7209 -8.3738
C -1.0284 -5.9987 -7.3033
C -0.8878 -6.5322 -5.9977
C -0.6893 -5.6862 -4.9473
C -0.6216 -4.2822 -5.1429
C -0.7662 -3.7638 -6.4612
C -0.9648 -4.5982 -7.5111
C -0.4100 -3.3772 -4.0820
N -0.3252 -2.0452 -4.2319
C -0.1087 -1.5517 -3.0151
C -0.0577 -2.5854 -2.0552
N -0.2522 -3.7280 -2.7495
C 0.1537 -2.3405 -0.6673
C 0.1907 -3.3367 0.3188
C 0.3926 -2.9809 1.6268
C 0.5667 -1.6274 1.9212
N 0.5448 -0.6748 1.0033
C 0.3363 -0.9947 -0.2805
C 0.3016 0.1029 -1.2776
N 0.4927 1.3711 -0.8627
C 0.4466 2.3558 -1.7489
C 0.2127 2.1553 -3.1087
C 0.0275 0.8725 -3.5545
C 0.0693 -0.1772 -2.6306
H -1.4501 -8.5037 -9.2991
H -2.1332 -8.4591 -7.6599
H -0.3640 -8.5669 -7.8949
H -0.9360 -7.5978 -5.8289
H -0.5815 -6.1172 -3.9596
H -0.7118 -2.6936 -6.6045
H -1.0770 -4.2224 -8.5194
H -0.2712 -4.6606 -2.3738
H 0.0619 -4.3790 0.0521
H 0.4230 -3.7199 2.4154
H 0.7277 -1.3010 2.9439
H 0.6268 3.3524 -1.3596
H 0.1944 2.9986 -3.7845
H -0.1435 0.6460 -4.5994
Cl 3.5375 -1.1500 8.7258
C 2.7501 -0.4290 7.4039
C 3.5146 -0.0326 6.2907
C 2.9027 0.5445 5.2227
Cl 3.8299 1.0340 3.8641
C 1.4655 0.7708 5.1845
O 0.8722 1.2863 4.2286
C 0.7386 0.3404 6.3831
Cl -0.9487 0.5968 6.3980
C 1.3626 -0.2408 7.4476
H 4.5853 -0.1858 6.2972
H 0.7941 -0.5476 8.3147
C 1.6821 5.9884 4.1046
C 1.8835 4.7944 3.4038
N 0.9065 4.1494 2.8005
C -0.3474 4.6461 2.8541
C -0.6408 5.8461 3.5139
C 0.4199 6.5165 4.1501
C -1.9852 6.3479 3.5277
C -2.9819 5.6667 2.9325
C -2.7254 4.4159 2.2771
C -3.7485 3.6592 1.6830
C -3.4535 2.4543 1.0998
C -2.1261 2.0240 1.0936
N -1.1387 2.7236 1.6211
C -1.4195 3.9039 2.2246
H 2.5164 6.4790 4.5857
H 2.8747 4.3601 3.3188
H 0.2257 7.4474 4.6691
H -2.1811 7.2872 4.0305
H -3.9974 6.0423 2.9444
H -4.7648 4.0344 1.6983
H -4.2226 1.8434 0.6482
H -1.8564 1.0742 0.6437
S 4.6171 4.6835 -1.2311
C 3.5428 3.8908 -0.3466
N 2.7468 3.3041 0.3085